14
Properties=species:S:1:pos:R:3:forces:R:3:nbo_charge:R:1 method="wB97M-V/def2-TZVPD" de_lowest_ev=1.971 total_charge=0 lumo_energy_ev=1.0 energy_ha=-270.485467 homo_lumo_gap_ev=10.32 e_homo_ev=-9.3407 smiles="C=C/C=C/CO"
C 0.1911 0.1010 -1.8807 0.41 -0.75 0.55 -0.22
C 0.3051 -0.9723 -2.6523 -0.33 0.03 -0.23 -0.37
C -0.4753 0.2953 1.9618 -0.17 0.00 1.34 -0.10
O 0.1759 1.1286 2.9328 0.15 -0.02 -0.27 -0.71
C 0.2007 0.2954 0.6383 0.10 -0.56 -0.42 -0.19
C -0.3910 0.0159 -0.5177 -0.30 0.64 0.28 -0.22
H 0.5762 1.0658 -2.1744 -0.16 0.18 -0.30 0.21
H 0.0220 -1.9490 -2.2788 -0.17 0.01 0.00 0.19
H 0.5957 -0.9401 -3.6932 0.36 0.15 0.06 0.20
H -0.5868 -0.7009 2.3965 0.35 -0.35 -0.20 0.17
H -1.4981 0.6546 1.9674 -0.15 0.30 -0.55 0.19
H 1.0666 0.7940 3.0956 -0.19 0.00 -0.07 0.46
H 1.2772 0.3901 0.6776 0.22 0.38 -0.06 0.19
H -1.4592 -0.1785 -0.4728 -0.11 -0.01 -0.14 0.20

14
Properties=species:S:1:pos:R:3:forces:R:3:nbo_charge:R:1 method="wB97M-V/def2-TZVPD" de_lowest_ev=1.314 total_charge=0 lumo_energy_ev=1.0 energy_ha=-270.509618 homo_lumo_gap_ev=10.50 e_homo_ev=-9.5450 smiles="C=C[C@@H](C)C=O"
C -0.8881 -1.0802 -0.9420 -1.73 -1.01 0.88 0.45
C -0.1733 -0.6315 0.3037 1.00 0.91 -1.60 -0.35
C -0.9623 0.3834 1.1038 0.13 -0.11 -0.18 -0.62
C 1.1098 -0.0972 -0.4222 -0.17 -0.46 1.68 -0.18
C 1.5297 1.1548 -0.4205 -0.02 -0.01 0.00 -0.38
O -1.9987 -0.7112 -1.2479 0.70 0.02 -0.31 -0.53
H -0.3778 -1.9030 -1.4844 0.03 0.31 -0.31 0.11
H 0.0936 -1.5192 0.8919 0.09 0.13 -0.14 0.23
H 1.7289 -0.8806 -0.8434 0.06 0.03 -0.11 0.20
H -1.2417 1.2334 0.4856 0.00 0.04 -0.08 0.22
H -1.8916 -0.0709 1.4435 0.03 0.04 0.16 0.23
H -0.3740 0.7471 1.9434 -0.06 -0.04 0.13 0.22
H 0.9455 1.9571 -0.0030 -0.10 0.11 0.21 0.20
H 2.5000 1.4181 -0.8084 0.04 0.05 -0.33 0.21

14
Properties=species:S:1:pos:R:3:forces:R:3:nbo_charge:R:1 method="wB97M-V/def2-TZVPD" de_lowest_ev=0.921 total_charge=0 lumo_energy_ev=1.0 energy_ha=-270.524048 homo_lumo_gap_ev=10.35 e_homo_ev=-9.3735 smiles="C=CCC(C)=O"
C -1.9842 -0.0200 0.3892 -0.05 -0.06 0.02 -0.73
C -0.5999 0.5306 0.6550 0.02 0.05 0.29 0.61
C 0.2909 0.8180 -0.5491 0.03 0.10 0.01 -0.55
C 1.0706 -0.4588 -0.7833 0.14 -0.16 0.13 -0.19
C 2.0699 -0.8154 0.0172 -0.08 0.02 -0.11 -0.37
O -0.1858 0.6840 1.7828 -0.21 0.06 -0.40 -0.55
H -2.2153 -0.7952 1.1235 0.02 0.12 -0.08 0.24
H -2.7083 0.7921 0.5210 0.09 -0.08 -0.04 0.24
H -2.0915 -0.4153 -0.6250 0.04 0.05 0.15 0.22
H 0.9656 1.6376 -0.2860 -0.08 -0.14 -0.01 0.24
H -0.2954 1.1043 -1.4289 0.07 -0.09 0.16 0.22
H 0.7190 -1.1311 -1.5644 0.09 0.10 0.09 0.20
H 2.3948 -0.1561 0.8198 -0.04 -0.12 -0.10 0.20
H 2.5696 -1.7747 -0.0719 -0.02 0.14 -0.10 0.20

14
Properties=species:S:1:pos:R:3:forces:R:3:nbo_charge:R:1 method="wB97M-V/def2-TZVPD" de_lowest_ev=4.649 total_charge=0 lumo_energy_ev="0.3 / 0.3" energy_ha=-270.387038 homo_lumo_gap_ev="7.49 / 7.49" e_homo_ev="-7.1593 / -7.1610"
C 1.7952 0.3768 -0.2027 0.10 0.12 -0.11 -0.49
C 0.6790 0.0269 0.5689 0.15 -0.18 0.11 -0.29
C -0.8647 0.9298 0.2073 -0.20 0.11 -0.07 -0.52
C -1.7559 0.0002 -0.3594 0.01 0.05 0.02 -0.16
O -0.3953 -1.4307 -0.9323 0.17 0.09 0.25 -0.53
C 0.4092 -1.3111 0.0018 -0.17 -0.07 -0.12 0.34
H 1.7406 0.3483 -1.2853 0.00 -0.10 0.12 0.20
H 2.6998 0.7718 0.2512 -0.16 -0.03 -0.10 0.20
H 0.8557 0.0332 1.6476 -0.01 0.04 -0.16 0.23
H -0.5369 1.7245 -0.4597 -0.06 -0.10 0.17 0.23
H -1.0885 1.2874 1.2112 0.02 -0.14 -0.09 0.24
H -2.1201 0.0837 -1.3755 0.13 0.01 0.12 0.21
H -2.3285 -0.6606 0.2868 0.11 0.07 -0.15 0.19
H 0.9103 -2.1800 0.4400 -0.08 0.13 0.01 0.17

14
Properties=species:S:1:pos:R:3:forces:R:3:nbo_charge:R:1 method="wB97M-V/def2-TZVPD" de_lowest_ev=2.318 total_charge=0 lumo_energy_ev=1.1 energy_ha=-270.472709 homo_lumo_gap_ev=9.45 e_homo_ev=-8.3877
O -0.7082 -0.7052 2.0965 0.02 -0.22 0.02 -0.68
C -0.3909 0.5898 1.8234 0.24 0.22 0.11 0.13
C 0.4251 0.8963 0.8279 -0.10 -0.02 0.34 -0.31
C -0.1515 0.4102 -1.4024 0.04 0.16 -0.47 -0.39
C -0.0026 -1.0325 -1.0851 -0.05 -0.18 -0.01 -0.41
C 0.7972 -0.0084 -0.2933 0.11 0.51 -0.25 -0.31
H -0.8649 1.3251 2.4655 0.11 -0.23 0.07 0.19
H 0.6789 1.9266 0.5919 -0.10 -0.04 0.42 0.21
H -1.0776 0.8564 -1.0368 0.45 0.05 -0.10 0.22
H 0.2827 0.9095 -2.2519 -0.13 -0.38 -0.54 0.21
H -0.8410 -1.6032 -0.6955 0.05 0.24 0.03 0.22
H 0.6048 -1.5686 -1.8096 0.00 -0.19 0.38 0.22
H -0.0843 -1.2067 1.5451 -0.38 -0.23 0.21 0.48
H 1.8651 -0.0729 -0.5045 -0.27 0.31 -0.21 0.22

14
Properties=species:S:1:pos:R:3:forces:R:3:lowdin_spin:R:1 method="wB97M-V/def2-TZVPD" de_lowest_ev=2.991 total_charge=+1 lumo_energy_ev="-6.1 / -7.6" energy_ha=-270.112261 homo_lumo_gap_ev="8.31 / 6.75" e_homo_ev="-14.3891 / -14.3723" spin_multiplicity=2
C -0.1907 2.7032 -0.4449 -1.06 -0.74 -2.67 0.05
C 0.4409 -1.8925 1.1102 2.20 1.82 -2.01 0.27
C 0.1242 -1.0691 0.0517 0.20 -0.13 0.46 0.03
O -0.7997 -1.5659 -0.8724 1.42 2.41 1.43 0.01
C 0.7151 0.3347 0.0313 1.77 -4.98 1.73 0.28
C -0.0963 1.3792 0.1291 -3.69 1.85 1.23 0.27
H 0.4924 3.3994 -0.1205 2.09 1.58 0.91 0.02
H -1.1688 3.2195 -0.4072 0.34 -0.83 0.33 0.00
H 0.0685 2.5191 -1.5348 -0.25 0.51 0.96 0.01
H 0.0770 -2.8842 1.0339 -0.49 -0.89 0.83 0.02
H 1.3798 -1.6457 1.6239 -0.83 -0.35 0.38 0.01
H -1.1866 -2.2305 -0.3054 -0.88 -0.92 -0.55 0.00
H 1.7210 0.3123 0.5983 -0.98 0.49 -1.76 0.01
H -0.9450 1.1043 0.8270 0.18 0.17 -1.29 0.02

15
Properties=species:S:1:pos:R:3:forces:R:3:nbo_charge:R:1 method="wB97M-V/def2-TZVPD" de_lowest_ev=6.358 total_charge=0 lumo_energy_ev="-0.3 / 0.8" energy_ha=-345.571303 homo_lumo_gap_ev="6.32 / 8.87" e_homo_ev="-6.6155 / -8.0814"
C -1.3642 1.0120 -0.3163 0.26 -0.17 -0.02 -0.68
C -0.1879 0.2692 0.1858 -0.08 2.20 1.57 0.24
C 0.0691 -0.4163 1.4894 -0.55 0.17 -0.12 -0.12
O 1.4856 -0.4073 1.2416 0.08 0.25 -0.59 -0.53
C 1.2624 0.2868 -0.0610 0.06 0.12 1.08 -0.07
C 1.2118 -0.6196 -1.1980 -1.33 -0.53 -0.70 -0.01
O -0.0789 -1.3826 -1.0542 1.13 -1.54 -0.61 -0.74
H -1.6082 1.8207 0.3932 0.03 -0.17 -0.18 0.23
H -1.1639 1.4478 -1.2988 -0.07 -0.02 0.14 0.23
H -2.2411 0.3595 -0.3932 0.10 0.05 -0.05 0.23
H -0.3435 -1.4248 1.6386 0.17 0.07 -0.01 0.18
H -0.2428 0.2161 2.3449 0.18 -0.19 -0.16 0.18
H 1.8568 1.1928 -0.2059 -0.13 -0.15 0.00 0.22
H 1.1388 -0.1815 -2.1879 0.46 0.15 -0.10 0.16
H 0.2059 -2.1728 -0.5783 -0.30 -0.25 -0.26 0.48

15
Properties=species:S:1:pos:R:3:forces:R:3:nbo_charge:R:1 method="wB97M-V/def2-TZVPD" de_lowest_ev=2.424 total_charge=0 lumo_energy_ev=0.7 energy_ha=-345.715890 homo_lumo_gap_ev=10.67 e_homo_ev=-9.9382 smiles=C#C[C@H](O)CCO
O 1.5707 0.9096 1.4896 -0.07 -0.17 0.17 -0.73
C 1.0385 1.2424 0.2284 -0.13 0.17 -0.39 -0.06
C 0.8151 0.0273 -0.6685 0.03 -0.01 0.00 -0.43
C -0.2546 -0.9384 -0.1519 -0.06 0.09 -0.21 0.02
O 0.2528 -1.5296 1.0473 -0.14 -0.19 0.17 -0.72
C -1.5546 -0.3053 0.1397 -0.48 0.15 0.17 -0.05
C -2.6234 0.1226 0.4948 0.45 -0.16 -0.16 -0.22
H 1.1176 0.1027 1.7777 0.16 0.13 0.04 0.49
H 1.7582 1.9143 -0.2522 -0.10 -0.09 0.06 0.18
H 0.0898 1.7965 0.3239 0.14 -0.08 0.05 0.16
H 1.7493 -0.5412 -0.7490 -0.13 0.06 -0.01 0.22
H 0.5327 0.3539 -1.6760 0.01 -0.01 0.15 0.22
H -0.4144 -1.7239 -0.9053 0.00 0.12 0.11 0.20
H -0.4879 -1.9538 1.5007 0.17 0.02 -0.03 0.48
H -3.5668 0.5036 0.8202 0.16 -0.03 -0.11 0.24

15
Properties=species:S:1:pos:R:3:forces:R:3:nbo_charge:R:1 method="wB97M-V/def2-TZVPD" de_lowest_ev=1.166 total_charge=0 lumo_energy_ev=0.7 energy_ha=-345.762120 homo_lumo_gap_ev=10.83 e_homo_ev=-10.0976 smiles="C=CCCC(=O)O"
O 0.5223 2.4434 -0.0881 0.45 -0.11 -0.06 -0.54
C 0.8476 1.3414 0.2554 -1.12 0.69 0.44 0.81
O 2.0103 0.7764 -0.1099 1.07 -0.09 -0.16 -0.73
C -0.0143 0.5369 1.1943 -1.28 0.27 0.01 -0.53
C -0.1553 -0.9148 0.8109 0.49 -1.17 -1.25 -0.45
C -0.5081 -1.1800 -0.6577 0.80 1.51 -0.60 -0.20
C -1.0695 -0.2755 -1.4624 -0.59 0.39 -0.02 -0.40
H 1.9100 0.1432 -0.8252 -0.18 -0.17 -0.11 0.51
H -0.9988 1.0200 1.1698 0.13 -0.04 -0.14 0.23
H 0.2747 0.6649 2.2356 0.53 -0.13 0.01 0.25
H -0.9208 -1.4327 1.3922 0.20 0.11 0.32 0.23
H 0.7950 -1.4488 0.9207 -0.11 0.08 0.58 0.21
H 0.0163 -1.9760 -1.1850 -0.73 -0.74 0.51 0.21
H -1.2952 0.7453 -1.1714 -0.32 -0.16 0.53 0.20
H -1.4141 -0.4438 -2.4793 0.66 -0.43 -0.05 0.21

15
Properties=species:S:1:pos:R:3:forces:R:3:nbo_charge:R:1 method="wB97M-V/def2-TZVPD" de_lowest_ev=4.022 total_charge=0 lumo_energy_ev=0.8 energy_ha=-345.657148 homo_lumo_gap_ev=9.59 e_homo_ev=-8.8059
O 1.5401 0.8084 2.0658 -0.15 0.14 -0.08 -0.63
C 0.2811 0.6951 1.7343 0.24 0.37 -0.07 0.31
C 0.0364 1.1267 0.3051 -0.06 0.12 0.04 -0.59
C -0.3221 -0.1222 -0.4924 0.08 -0.09 0.27 0.22
C -1.6527 -0.3239 -1.0681 -0.25 -0.08 0.14 -0.10
O -0.5527 0.0836 -1.8770 0.15 0.04 -0.13 -0.49
C 0.5497 -1.2836 -0.0841 -0.04 -0.12 -0.09 -0.64
H 2.1122 1.1685 1.3463 -0.16 -0.05 0.10 0.45
H 0.4597 -1.3817 1.0074 0.13 -0.21 -0.29 0.23
H 0.9214 1.5989 -0.1730 -0.08 -0.11 0.11 0.18
H -0.7850 1.8520 0.2998 0.10 -0.12 -0.06 0.25
H -2.0065 -1.3392 -1.2509 0.07 0.16 0.05 0.18
H -2.4334 0.4237 -0.9267 0.16 -0.09 0.00 0.18
H 1.5986 -1.0817 -0.3409 -0.17 -0.04 0.10 0.21
H 0.2531 -2.2246 -0.5456 -0.03 0.08 -0.09 0.23

15
Properties=species:S:1:pos:R:3:forces:R:3:nbo_charge:R:1 method="wB97M-V/def2-TZVPD" de_lowest_ev=2.879 total_charge=0 lumo_energy_ev=0.7 energy_ha=-345.699149 homo_lumo_gap_ev=8.96 e_homo_ev=-8.2904 smiles="CC(O)=C=O.C=C"
C 1.3059 0.3471 -2.0793 0.09 0.02 -0.13 -0.62
C 0.4488 -0.0142 -0.9017 -0.08 0.38 -0.07 -0.03
O 0.5475 -1.2856 -0.3700 -0.08 -0.11 -0.20 -0.68
C -0.4204 -0.4771 2.2329 -0.16 0.05 0.00 -0.37
C -1.5992 0.0032 1.8518 0.09 -0.10 0.15 -0.41
C -0.3144 0.9587 -0.4303 -0.16 0.57 -0.02 0.66
O -0.8610 1.9674 -0.1768 0.38 -0.72 -0.19 -0.48
H 2.3525 0.1071 -1.8641 -0.10 0.04 -0.04 0.22
H 0.9970 -0.1980 -2.9810 0.08 0.05 0.09 0.20
H 1.2314 1.4175 -2.2933 0.04 -0.16 -0.03 0.23
H 0.3153 -1.9121 -1.0693 0.00 0.06 0.14 0.47
H -0.1196 -1.4944 2.0078 -0.08 0.14 0.10 0.21
H 0.3119 0.1477 2.7390 -0.15 -0.07 0.00 0.19
H -2.3190 -0.6066 1.3095 0.10 0.03 0.13 0.20
H -1.8766 1.0393 2.0247 0.02 -0.19 0.06 0.20

15
Properties=species:S:1:pos:R:3:forces:R:3:nbo_charge:R:1 method="wB97M-V/def2-TZVPD" de_lowest_ev=2.443 total_charge=0 lumo_energy_ev=1.0 energy_ha=-345.715181 homo_lumo_gap_ev=10.77 e_homo_ev=-9.7580 smiles=C[C@@]1(O)C[C@H]2O[C@H]21
C 1.4565 0.6140 -0.3611 -0.10 0.05 -0.18 -0.66
C 0.3155 -0.1196 0.3442 0.14 0.28 -0.41 0.24
O 0.7875 -0.6455 1.5578 0.16 0.12 0.02 -0.70
C -1.0195 0.6788 0.4847 0.03 0.15 -0.03 -0.44
C -1.6801 -0.3531 -0.4270 -0.34 0.01 0.12 0.05
O -0.9238 -0.4111 -1.6361 -0.12 0.04 -0.20 -0.49
C -0.4553 -1.1477 -0.5133 0.19 -0.21 0.00 0.02
H 1.1263 0.8399 -1.3699 0.13 0.20 -0.13 0.25
H 1.7164 1.5509 0.1533 -0.24 -0.20 -0.07 0.22
H 2.3856 0.0223 -0.4346 -0.41 -0.09 0.07 0.21
H 1.7097 -0.3981 1.4683 0.33 -0.45 0.92 0.47
H -1.3990 0.6480 1.5119 0.17 -0.08 -0.19 0.23
H -0.9945 1.7087 0.1190 -0.13 -0.08 0.02 0.21
H -2.7202 -0.6548 -0.4902 0.16 0.03 0.05 0.20
H -0.3010 -2.2191 -0.6172 0.03 0.22 0.02 0.21

15
Properties=species:S:1:pos:R:3:forces:R:3:nbo_charge:R:1 method="wB97M-V/def2-TZVPD" de_lowest_ev=1.748 total_charge=0 lumo_energy_ev=0.8 energy_ha=-345.740701 homo_lumo_gap_ev=9.64 e_homo_ev=-8.8894 smiles="C=C(O)C1(O)CC1"
C 1.4368 0.6953 -1.0715 -0.05 -0.04 0.10 -0.55
C 0.9961 -0.1870 -0.1756 -0.12 0.24 -0.12 0.33
O 1.6744 -1.3225 0.1715 0.18 0.00 -0.13 -0.69
C -0.3131 -0.1553 0.5494 0.03 0.19 -0.20 0.17
O -0.2801 -0.7370 1.8179 0.07 -0.20 0.02 -0.69
C -1.5815 -0.3096 -0.2586 -0.13 -0.15 -0.11 -0.43
C -1.2533 0.9919 0.4246 0.04 0.18 0.02 -0.42
H 2.5361 -1.3165 -0.2636 -0.11 -0.05 0.06 0.49
H 0.8716 1.5896 -1.2997 0.07 -0.12 0.07 0.21
H 2.3696 0.5444 -1.6091 -0.13 -0.01 0.10 0.20
H 0.1663 -1.5894 1.7187 -0.07 0.10 0.12 0.48
H -2.3611 -0.9242 0.1813 0.13 0.09 -0.05 0.23
H -1.4894 -0.3591 -1.3398 0.01 0.00 0.18 0.22
H -0.9696 1.8507 -0.1761 -0.04 -0.17 0.08 0.22
H -1.8029 1.2287 1.3306 0.10 -0.06 -0.14 0.23

15
Properties=species:S:1:pos:R:3:forces:R:3:nbo_charge:R:1 method="wB97M-V/def2-TZVPD" de_lowest_ev=2.152 total_charge=0 lumo_energy_ev=0.9 energy_ha=-345.725890 homo_lumo_gap_ev=10.45 e_homo_ev=-9.5792 smiles=O[C@H]1C[C@@]2(O)C[C@@H]12
O -0.5765 -1.7858 1.2223 -0.36 -0.02 0.14 -0.72
C 0.0164 -0.5009 1.1909 0.16 0.08 0.00 0.10
C 1.1474 -0.5082 0.1397 0.15 -0.11 -0.12 -0.44
C 0.4298 0.6301 -0.5881 -0.07 -0.14 0.06 0.25
O 1.0547 1.7518 -1.1048 0.09 0.00 -0.19 -0.69
C -0.9435 0.2145 -0.9983 -0.05 -0.08 -0.21 -0.45
C -0.6864 0.6302 0.4300 -0.11 0.10 0.19 -0.28
H -1.5251 -1.7191 1.3664 0.01 0.11 0.12 0.47
H 0.3246 -0.1823 2.1982 -0.01 -0.12 -0.27 0.17
H 2.1446 -0.2531 0.5009 -0.17 0.09 0.08 0.22
H 1.1733 -1.4725 -0.3798 0.16 0.22 -0.08 0.21
H 1.2875 1.5735 -2.0254 -0.04 0.05 0.16 0.47
H -1.4840 0.9585 -1.5785 0.10 -0.11 0.10 0.23
H -1.1684 -0.8230 -1.2383 0.05 0.14 0.04 0.22
H -1.1943 1.4864 0.8648 0.07 -0.21 -0.01 0.23

15
Properties=species:S:1:pos:R:3:forces:R:3:nbo_charge:R:1 method="wB97M-V/def2-TZVPD" de_lowest_ev=1.905 total_charge=0 lumo_energy_ev=0.7 energy_ha=-345.734956 homo_lumo_gap_ev=9.66 e_homo_ev=-8.9154 smiles="O=C=CCCCO"
O 2.5805 0.2753 0.5290 0.27 0.38 -0.12 -0.71
C 1.6714 -0.4880 -0.2288 -0.08 -0.17 -0.21 -0.06
C 0.2335 -0.3038 0.1627 0.10 -0.08 0.02 -0.42
C -0.5671 0.9805 -0.0655 0.04 -0.10 -0.02 -0.39
C -1.9942 0.4444 -0.0804 -0.26 -0.06 0.15 -0.54
C -2.1600 -0.8327 0.2253 -0.49 -0.53 0.20 0.70
O -2.2789 -1.9658 0.4956 -0.26 1.02 -0.25 -0.47
H 2.6312 1.1437 0.1168 0.09 0.02 0.20 0.46
H 1.9049 -1.5450 -0.0466 0.11 0.23 -0.06 0.18
H 1.7733 -0.3171 -1.3109 0.19 0.07 0.13 0.16
H 0.1116 -0.5888 1.2161 -0.01 -0.17 -0.26 0.21
H -0.4360 1.7237 0.7341 0.02 -0.23 -0.15 0.21
H -0.2774 1.4686 -1.0082 -0.27 -0.17 0.08 0.20
H -0.2923 -1.0038 -0.4969 0.49 -0.39 0.29 0.20
H -2.9006 1.0088 -0.2421 0.06 0.18 0.01 0.26

15
Properties=species:S:1:pos:R:3:forces:R:3:nbo_charge:R:1 method="wB97M-V/def2-TZVPD" de_lowest_ev=1.644 total_charge=0 lumo_energy_ev=0.1 energy_ha=-345.744553 homo_lumo_gap_ev=10.03 e_homo_ev=-9.8956 smiles="C=C(C=O)OCC"
C -2.0480 -0.2653 -0.1787 -0.02 0.03 -0.05 -0.64
C -0.9084 -0.7246 0.7134 -0.20 -0.22 -0.03 -0.06
C 0.9334 1.2378 -1.0245 0.01 -0.05 0.18 -0.36
C 1.0159 0.4921 0.0763 0.03 0.18 -0.38 0.16
O 0.0086 0.3358 0.9903 0.11 0.14 0.07 -0.53
C 2.2900 -0.1983 0.4444 0.35 0.01 -0.18 0.38
O 3.3051 -0.1448 -0.2094 -0.40 -0.06 0.27 -0.51
H -2.5640 0.5846 0.2789 0.06 -0.13 -0.06 0.22
H -2.7684 -1.0776 -0.3226 0.10 0.10 0.03 0.22
H -1.6819 0.0398 -1.1645 -0.04 -0.07 0.14 0.21
H -0.3749 -1.5724 0.2608 -0.04 0.12 0.06 0.17
H -1.2853 -1.0452 1.6888 0.04 0.04 -0.13 0.19
H 1.8094 1.3267 -1.6583 -0.10 -0.03 0.09 0.23
H 0.0311 1.7769 -1.2914 0.10 -0.09 0.08 0.21
H 2.2375 -0.7656 1.3965 0.01 0.04 -0.08 0.12

Calculated max |F|, 1.35; 2.19; 0.46; 0.31; 0.67; 5.56; 2.71; 0.53; 1.81; 0.45; 0.84; 1.07; 0.30; 0.38; 1.08; 0.48 eV/A (same order as the records).